Arrangement one

Formula: C2H13NO4
Source: the OMol25 dataset
Level of theory: wB97M-V/def2-TZVPD

Results
SMILES = NCCO.O.O.O
Kohn-Sham gap = 9.615 eV
spin multiplicity = 1

CARTESIAN COORDINATES (ANGSTROEM)
C  -1.8761  0.3224  1.3746
O  -0.9021  1.1849  1.7813
C  -1.8059  0.1043  -0.2200
N  -0.8351  -1.0046  -0.2855
H  -1.6690  -0.5787  1.8853
H  -2.8627  0.8679  1.6493
H  0.0262  0.7885  1.8699
H  -2.7367  -0.0918  -0.8079
H  -1.3147  0.9980  -0.6249
H  -0.0950  -0.9110  -0.9430
H  -1.1904  -1.9177  -0.2469
H  3.6477  -0.0282  -0.7968
H  2.4503  0.2660  0.0572
O  2.8531  0.5450  -0.7792
H  1.4232  -0.9806  1.8840
H  0.4435  -0.3737  0.6136
O  1.2529  -0.2030  1.2234
H  1.1231  0.6205  -3.2356
H  1.3784  0.0819  -1.9430
O  0.6893  0.3098  -2.4558

***

Arrangement two

Formula: C2H13NO4
Source: the OMol25 dataset
Level of theory: wB97M-V/def2-TZVPD

Results
SMILES = NCCO.O.O.O
Kohn-Sham gap = 10.616 eV
spin multiplicity = 1

CARTESIAN COORDINATES (ANGSTROEM)
C  2.2357  -0.8476  -0.2854
O  1.1985  -1.7719  -0.0403
C  1.8332  0.3555  -1.2267
N  0.8472  1.1304  -0.4370
H  2.7865  -0.7640  0.6847
H  2.9242  -1.4004  -1.0134
H  0.5290  -1.2563  0.4868
H  2.7611  0.9098  -1.4670
H  1.2630  -0.1319  -2.1301
H  0.2808  1.5819  -1.1614
H  1.5124  1.8592  -0.1278
H  -1.5288  -0.2995  -0.1353
H  -0.7926  0.3536  1.1058
O  -1.6749  0.2354  0.6634
H  -1.7831  -1.0753  2.3823
H  -0.6497  -0.2656  3.0398
O  -0.8952  -1.0434  2.6805
H  -3.4027  1.1467  -1.6045
H  -2.1363  1.8962  -0.8508
O  -2.6418  1.6406  -1.6883

***

It comes down to arrangement one, which is 13.7 kcal/mol more stable than the next structure.

***

Arrangement one

Formula: C14H46O9
Source: the OMol25 dataset
Level of theory: wB97M-V/def2-TZVPD

Results
SMILES = CCO.CCO.CCO.CCO.CCO.CCO.CCO.O.O
Kohn-Sham gap = 10.586 eV
spin multiplicity = 1

CARTESIAN COORDINATES (ANGSTROEM)
O  2.6659  -0.1249  2.5874
H  2.0721  -0.8129  2.8769
H  3.5001  -0.2087  3.0642
O  -0.3114  -0.6820  0.3427
H  -1.0720  -0.1358  0.1120
H  -0.1405  -1.1020  -0.5370
C  -2.2786  -5.2535  -0.6544
C  -1.9666  -4.9064  0.7681
O  -0.8762  -4.0150  0.7928
H  -2.1107  -4.3442  -1.2546
H  -3.2826  -5.5641  -0.7612
H  -1.6464  -6.0944  -1.0904
H  -1.8759  -5.8041  1.4457
H  -2.7828  -4.3351  1.1372
H  -0.5896  -3.7337  1.6837
C  -2.3248  1.5220  -4.0443
C  -1.1443  2.5109  -3.7840
O  -0.3973  1.8749  -2.7609
H  -2.0332  0.5136  -4.3551
H  -3.0295  1.8092  -4.8669
H  -2.9146  1.4630  -3.1379
H  -1.4477  3.5269  -3.4970
H  -0.4947  2.5720  -4.6322
H  -0.7508  2.0457  -1.8465
C  3.1037  1.9948  -2.2046
C  3.9845  1.6328  -1.0420
O  3.2205  1.5897  0.1479
H  2.5426  2.9288  -2.0149
H  2.4152  1.1955  -2.4229
H  3.6881  2.1104  -3.1596
H  4.7181  2.3910  -0.8312
H  4.4277  0.6295  -1.2286
H  2.8654  0.7044  0.4197
C  -0.6013  -3.1332  4.6649
C  -0.8170  -2.0481  3.5852
O  0.2785  -1.9175  2.7363
H  -0.4982  -4.1155  4.1683
H  -1.5187  -3.2649  5.3003
H  0.1773  -2.9506  5.3608
H  -0.9840  -1.1234  4.1904
H  -1.7706  -2.2746  3.0799
H  -0.0691  -1.6100  1.8927
C  2.1795  3.3299  3.1495
C  0.9123  3.2725  2.1443
O  0.3673  1.9595  1.8663
H  2.1611  2.7018  4.0814
H  2.4032  4.3869  3.3017
H  2.9761  2.8311  2.5509
H  1.1889  3.8408  1.2942
H  0.0813  3.8190  2.6352
H  1.0757  1.3196  1.7491
C  1.5394  -2.4757  -2.0991
C  0.8080  -1.5192  -2.9847
O  -0.1737  -0.7938  -2.2818
H  2.0932  -3.2750  -2.5761
H  0.7573  -2.9067  -1.4494
H  2.3346  -2.0296  -1.4964
H  0.3511  -2.0286  -3.8845
H  1.4858  -0.8219  -3.4888
H  -0.1855  0.0865  -2.6769
C  -3.3842  2.5232  -0.0476
C  -2.1218  3.2370  -0.0811
O  -1.0299  2.3556  -0.2880
H  -4.2274  3.0357  0.3975
H  -3.2514  1.6156  0.5185
H  -3.6187  2.1966  -1.0672
H  -1.9545  3.7542  0.8673
H  -2.1132  3.9307  -0.9133
H  -0.5857  2.1939  0.5485

***

Arrangement two

Formula: C14H46O9
Source: the OMol25 dataset
Level of theory: wB97M-V/def2-TZVPD

Results
SMILES = CCO.CCO.CCO.CCO.CCO.CCO.CCO.O.O
Kohn-Sham gap = 9.967 eV
spin multiplicity = 1

CARTESIAN COORDINATES (ANGSTROEM)
C  -4.4632  1.1030  1.1805
C  -3.4418  2.1818  1.4556
O  -2.8235  2.6287  0.2583
H  -4.8059  0.6694  2.1200
H  -4.0673  0.3006  0.5580
H  -5.2705  1.5420  0.5943
H  -2.6063  1.8554  2.0748
H  -3.8667  3.0173  2.0119
H  -2.2656  3.3411  0.5789
C  0.3336  5.0432  -1.2385
C  0.2598  3.9069  -2.2749
O  1.0553  2.8833  -1.8855
H  1.3484  5.3430  -0.9770
H  -0.0564  4.7404  -0.2667
H  -0.3850  5.8410  -1.4264
H  0.5253  4.2372  -3.2791
H  -0.6495  3.3108  -2.3517
H  0.4064  2.2546  -1.5611
C  1.5502  -4.4930  -1.8415
C  0.9794  -3.8292  -0.6850
O  -0.3178  -4.3460  -0.5438
H  2.6108  -4.2498  -1.9054
H  1.0083  -4.2692  -2.7603
H  1.5449  -5.5830  -1.8481
H  0.9247  -2.7433  -0.7626
H  1.5626  -4.0460  0.2100
H  -0.3687  -4.5004  0.4023
C  -2.5835  -1.4712  -2.7268
C  -3.3337  -0.1952  -3.2407
O  -4.7578  -0.1308  -2.9408
H  -2.4003  -1.2153  -1.6832
H  -1.6460  -1.6314  -3.2592
H  -3.2555  -2.3147  -2.8847
H  -3.2112  -0.0515  -4.3142
H  -3.0482  0.7601  -2.8002
H  -5.2027  0.6808  -3.1959
C  2.3185  -0.1954  -0.7482
C  3.8556  -0.2059  -0.5902
O  4.5517  0.5645  -1.5331
H  1.9332  0.7749  -1.0614
H  1.8617  -0.4586  0.2058
H  2.0768  -0.9222  -1.5237
H  4.2483  -1.2227  -0.6032
H  4.1606  0.2122  0.3691
H  5.4700  0.3378  -1.3687
C  2.9744  1.9548  2.5608
C  2.1313  2.8250  1.6946
O  0.7800  2.6403  2.1107
H  2.5690  0.9565  2.7252
H  3.2085  2.2545  3.5823
H  3.9460  1.8027  2.0908
H  2.3567  2.5822  0.6562
H  2.3525  3.8848  1.8213
H  0.4929  1.9075  1.5610
C  1.2352  -1.8238  2.7268
C  0.7305  -3.1937  3.2817
O  -0.4737  -3.5033  2.6924
H  0.4911  -1.0608  2.4980
H  1.6716  -1.9886  1.7417
H  1.9313  -1.4436  3.4743
H  0.4851  -3.0102  4.3278
H  1.4822  -3.9827  3.2609
H  -0.9394  -4.0176  3.3559
O  -1.6509  -2.1114  0.4441
H  -1.2949  -2.4000  1.2845
H  -1.4469  -2.8249  -0.1606
O  -0.6312  0.6165  0.1209
H  -0.5976  -0.3310  -0.0108
H  -1.5628  0.8119  0.2219

***

It comes down to arrangement one, which is 35.7 kcal/mol more stable than the next structure.

***

Arrangement one

Formula: C6H8N2O4
Source: the OMol25 dataset
Level of theory: wB97M-V/def2-TZVPD

Results
SMILES = O=N[C@@]1([N+](=O)[O-])CCCCC1=O
Kohn-Sham gap (spin up / spin down) = 8.826 / 8.824 eV
spin multiplicity = 1

CARTESIAN COORDINATES (ANGSTROEM)
C  0.6137  0.7096  0.9975
C  -0.7912  0.4648  1.4638
C  -1.6630  0.6779  0.2248
C  -1.4677  -0.5167  -0.7699
C  -0.0136  -0.3457  -1.3622
C  1.0495  -0.3094  -0.1219
N  1.3864  -1.5461  0.4993
N  2.4296  0.2769  -0.6615
O  1.4109  1.4947  1.4559
O  0.3993  -2.1482  0.9023
O  2.2904  1.2817  -1.3211
O  3.5065  -0.2085  -0.4024
H  -0.8674  -0.5123  2.0952
H  -1.0625  1.1889  2.2620
H  -2.7435  0.5524  0.5258
H  -1.4397  1.7163  -0.1431
H  -1.3126  -1.5128  -0.2565
H  -2.0747  -0.5166  -1.6297
H  0.2313  -1.2659  -1.8285
H  0.1183  0.5190  -1.9298

***

Arrangement two

Formula: C6H8N2O4
Source: the OMol25 dataset
Level of theory: wB97M-V/def2-TZVPD

Results
SMILES = O=C[C@H](O)CO.O=C1C=NC=N1
Kohn-Sham gap = 7.957 eV
spin multiplicity = 1

CARTESIAN COORDINATES (ANGSTROEM)
C  -3.8580  -0.1079  -0.3336
C  -2.7675  0.9715  -0.1654
C  -2.2705  -0.7000  1.0904
C  3.4506  -0.7980  -0.7472
C  2.6199  -0.1303  0.3552
C  1.2239  0.1907  -0.1621
H  -2.6009  1.9216  -0.6335
H  -1.6745  -1.2337  1.8316
H  4.8525  -1.5363  0.3732
H  3.4403  -0.1285  -1.6366
H  2.9916  -1.7507  -1.0118
H  2.5108  -0.8047  1.2080
H  2.7488  1.7692  0.2451
H  0.5238  -0.6282  -0.4042
N  -1.8398  0.5207  0.6482
N  -3.3988  -1.0987  0.5814
O  -4.8367  -0.2923  -1.0394
O  4.8067  -0.8981  -0.3576
O  3.2484  1.0873  0.7481
O  0.9675  1.3381  -0.4513

***

It comes down to arrangement two, which is 79.1 kcal/mol more stable than the next structure.

***

Arrangement one

Formula: C2H4FP
Source: the OMol25 dataset
Level of theory: wB97M-V/def2-TZVPD

Results
SMILES = F/C=C/P
Kohn-Sham gap = 10.384 eV
spin multiplicity = 1

CARTESIAN COORDINATES (ANGSTROEM)
C  0.2445  -0.4118  0.0357
C  1.3802  0.1635  0.3560
F  2.5339  -0.2410  -0.1558
P  -1.8598  -0.4264  0.1225
H  0.2519  -1.2696  -0.6648
H  -2.4001  0.9298  0.5389
H  1.5190  1.1409  0.7971
H  -1.6697  0.1145  -1.0296

***

Arrangement two

Formula: C2H4FP
Source: the OMol25 dataset
Level of theory: wB97M-V/def2-TZVPD

Results
SMILES = [H]/P=C(/C)F
Kohn-Sham gap = 9.818 eV
spin multiplicity = 1

CARTESIAN COORDINATES (ANGSTROEM)
C  -0.4207  0.4636  0.0523
C  0.7795  -0.8247  -0.5388
F  -0.5253  1.6892  -0.5745
P  -1.0505  0.2708  1.5640
H  1.6108  -0.8001  0.1505
H  1.2090  -0.5411  -1.5274
H  0.3520  -1.7844  -0.7432
H  -1.9548  1.5267  1.6170

***

It comes down to arrangement two, which is 1.8 kcal/mol more stable than the next structure.